Record 1
This record from the OMol25 dataset describes a structure of composition C17H23N3O3 at a distorted geometry. The level of theory is wB97M-V/def2-TZVPD.

```
! wB97M-V def2-TZVPD RIJCOSX def2/J DEFGRID3
* xyz 0 1
C 0.407 0.624 -1.418
C 0.221 1.478 -0.459
C -0.834 -0.206 -1.192
C -0.969 -1.424 -2.156
C -1.401 -1.376 -3.439
C -0.495 -2.744 -2.067
C -0.872 -3.450 -3.238
C -0.107 -3.687 -1.076
C -0.686 -4.822 -3.568
C -0.134 -5.070 -1.185
C -0.487 -5.705 -2.389
C 0.745 2.315 1.745
C 1.801 2.074 2.832
C -0.642 2.558 2.619
C -0.849 1.684 3.766
C -0.817 4.140 2.680
C -0.215 4.857 3.886
H 1.228 -1.299 -1.429
H 2.527 -0.118 -2.212
H 0.334 1.175 -2.285
H -0.864 -0.444 -0.039
H -1.747 0.388 -1.291
H -1.965 -0.503 -3.719
H -2.112 -2.791 -4.860
H 0.124 -3.232 -0.063
H -1.535 -5.316 -4.433
H 0.086 -5.709 -0.356
H -0.724 -6.880 -2.685
H 2.292 0.813 0.515
H 0.535 3.354 1.286
H -1.474 2.241 1.893
H -0.564 0.638 3.745
H -0.302 2.350 4.640
H -1.998 1.657 3.722
H -2.033 4.457 2.777
H -0.386 4.509 1.747
H 0.802 4.790 3.822
H -0.659 4.624 4.928
H -0.501 5.990 3.982
H 2.676 2.858 4.516
N 1.618 -0.264 -1.306
N -1.410 -2.562 -4.103
N 0.969 1.253 0.721
O -0.850 2.273 -0.501
O 2.340 0.940 2.845
O 2.262 3.034 3.479
*
```

Calculated values
**Orbital gap**: 0.3093 Eh
**Relative energy (zero: lowest compared OMol25 entry of this formula, charge and spin)**: 289.3 kcal per mole
**F_max**: 0.252 Eh/bohr
**HOMO energy**: -8.07 eV
**E_LUMO**: 0.342 eV

Record 2
This record from the OMol25 dataset describes the ion C6H8O6P with charge -1 at a distorted geometry. The level of theory is wB97M-V/def2-TZVPD.

```
! wB97M-V def2-TZVPD RIJCOSX def2/J DEFGRID3
* xyz -1 3
C -2.726 0.268 0.143
C -2.985 -1.024 0.282
C -1.576 1.184 -0.146
C 0.341 -0.243 -0.997
C 2.035 -0.086 0.919
C 1.791 -0.122 -0.603
O -3.521 -2.051 0.471
O -1.853 2.392 -0.007
O -0.346 0.922 -0.477
O -3.856 1.048 0.491
O 3.382 0.208 1.205
O 2.355 1.068 -1.148
P -0.550 -1.743 -0.650
H 1.382 0.685 1.358
H 1.796 -1.052 1.374
H 2.349 -0.959 -1.040
H -3.480 1.961 0.416
H 3.649 0.817 0.499
H 1.654 1.732 -1.094
H -0.061 -2.447 0.485
H 0.221 -2.557 -1.482
*
```

Calculated values
**Orbital gap (spin up / spin down)**: 0.1559 / 0.1993 Eh
**F_max**: 0.095 Eh/bohr
**HOMO energy (spin up / spin down)**: -1.11 / -3.54 eV
**E_LUMO (spin up / spin down)**: 3.134 / 1.881 eV

Record 3
This record from the OMol25 dataset describes a structure of composition C12H10BrF3IrO2 at a distorted geometry. The level of theory is wB97M-V/def2-TZVPD.

```
! wB97M-V def2-TZVPD RIJCOSX def2/J DEFGRID3
* xyz -1 5
C -1.190 -1.216 -2.394
C -1.261 -2.243 -1.399
C -1.810 -1.665 -0.203
H -0.915 -3.258 -1.521
C -2.060 -0.281 -0.451
C -1.689 0.003 -1.808
H -1.745 0.976 -2.282
H -0.792 -1.324 -3.392
H -1.989 -2.165 0.732
H -2.411 0.442 0.268
Ir 0.054 -0.594 -0.776
Br 1.055 -2.056 0.959
C 2.137 0.758 0.088
C 1.132 1.399 -0.718
C 1.160 0.769 -2.031
H 0.551 2.282 -0.465
C 2.157 -0.280 -1.974
C 2.771 -0.245 -0.697
H 3.563 -0.909 -0.359
H 2.323 1.009 1.117
H 0.654 1.148 -2.914
H 2.401 -0.932 -2.812
F -1.316 2.456 4.104
C -0.933 1.174 3.793
F -0.286 0.659 4.869
F -2.070 0.446 3.587
C -0.027 1.200 2.503
O 1.191 1.098 2.745
O -0.658 1.348 1.431
*
```

Calculated values
**Orbital gap (spin up / spin down)**: 0.1748 / 0.2473 Eh
**F_max**: 0.135 Eh/bohr
**HOMO energy (spin up / spin down)**: -2.21 / -5.27 eV
**E_LUMO (spin up / spin down)**: 2.541 / 1.461 eV